(1)
Below is a gas-phase ion, C4H9N2Se (charge +1) in a non-equilibrium geometry, with properties calculated with ωB97M-V with the def2-TZVPD basis set.

Geometry as XYZ:
```
16
C4H9N2Se ωB97M-V with the def2-TZVPD basis set
C 0.5374 1.9758 -0.0222
C 1.1647 0.6277 -0.0613
C -1.2001 0.1298 0.5556
C 0.4920 -1.7825 0.1597
N -0.6767 2.2231 0.0700
N 0.0481 -0.3394 -0.1382
Se -2.9315 -0.3733 -0.0693
H 1.0788 2.9595 -0.2104
H 1.7536 0.3907 -0.8568
H 1.7062 0.5709 0.8044
H -0.9627 0.1831 1.5507
H 1.4758 -1.7974 -0.4080
H 0.6201 -1.7511 1.1745
H -0.3133 -2.5679 -0.0174
H -0.0161 -0.5321 -1.1432
H -2.7763 0.0832 -1.3880
```

Output
Charge: +1
HOMO-LUMO gap (spin up / spin down): 8.4 / 8.4 eV
E: -2668.3298 Ha
Strongest force on any atom: 0.1050 Eh/bohr
ΔE to the lowest compared entry with this formula, charge and spin: 73.2 kcal/mol

(2)
Below is 2 unconnected molecules or ions with the total composition C4H9N3 in a non-equilibrium geometry, with properties calculated with ωB97M-V with the def2-TZVPD basis set.

Geometry as XYZ:
```
16
C4H9N3 ωB97M-V with the def2-TZVPD basis set
N -1.1171 -0.7991 -1.6066
C -0.1520 2.2395 -0.4119
N 0.3085 1.0644 -0.5704
H -1.0827 0.0599 -2.1594
H -0.3033 -1.3299 -1.9263
H -0.4468 2.6369 0.5694
H -0.3797 2.8498 -1.2861
C -0.6875 -1.0805 0.4245
C 0.4380 0.2520 0.6117
C 1.8016 -0.1329 0.7848
N -0.2667 -2.2370 0.7532
H -1.0449 -2.8249 1.0565
H -1.7047 -0.7345 0.6207
H 0.0084 0.7065 1.5331
H 2.5541 0.2076 0.0876
H 2.0748 -0.8778 1.5191
```

Output
HOMO-LUMO gap (spin up / spin down): 9.6 / 7.0 eV
E: -321.8440 Ha
Strongest force on any atom: 0.0611 Eh/bohr
ΔE to the lowest compared entry with this formula, charge and spin: 154.6 kcal/mol

(3)
Below is a molecular structure, C4H9N3 in a non-equilibrium geometry, with properties calculated with ωB97M-V with the def2-TZVPD basis set.

Geometry as XYZ:
```
16
C4H9N3 ωB97M-V with the def2-TZVPD basis set
C 0.5562 1.5655 -0.4952
C -1.3537 -0.7915 0.3523
C -0.2705 -0.8356 -0.7297
C 0.8251 0.0347 -0.4979
N 1.4593 2.4037 -0.7687
N 2.5401 0.0049 1.2539
N 1.4943 -0.5796 1.1125
H -0.5344 1.8727 -0.3382
H -1.0188 -1.1654 1.3443
H -2.0800 -1.4743 0.0662
H -1.9667 0.1072 0.5879
H -0.7423 -0.4259 -1.6547
H -0.1223 -1.8125 -0.9154
H 1.8163 -0.2065 -0.8898
H 1.1574 3.3070 -0.4866
H 2.9270 -0.2068 2.1806
```

Output
HOMO-LUMO gap: 9.1 eV
E: -321.9411 Ha
Strongest force on any atom: 0.1011 Eh/bohr
ΔE to the lowest compared entry with this formula, charge and spin: 93.7 kcal/mol